Density functional theory data (ωB97M-V/def2-TZVPD) for a gas-phase ion, C6H13N3 (charge +2).

Each line ends with the natural charge from an NBO analysis.
Atoms and positions in Å:
C 3.480 0.623 0.319  -0.7006
C 2.243 0.150 -0.211  0.2973
N 1.681 -0.967 -0.181  -0.3085
C 0.663 -1.652 -0.377  0.4320
N -0.656 -1.144 0.044  -0.4029
C -1.585 -2.345 0.170  -0.4327
C -1.270 0.052 0.004  0.4169
N -1.006 1.290 -0.081  -0.4639
C -2.136 2.284 0.109  -0.4265
H 3.379 1.772 0.385  0.2899
H 4.085 0.300 -0.561  0.3237
H 3.906 0.132 1.224  0.2996
H 1.753 0.856 -0.981  0.2270
H 0.638 -2.379 -1.135  0.2606
H -2.176 -2.489 -0.721  0.2489
H -0.980 -3.212 0.457  0.2533
H -2.181 -2.221 1.095  0.2579
H -2.340 -0.219 0.021  0.2396
H -0.099 1.680 0.095  0.4271
H -2.971 1.737 0.601  0.2357
H -2.523 2.600 -0.952  0.2618
H -1.907 3.152 0.678  0.2637

Calculated values
Multiplicity   1
Net charge   +2
SMILES string   CC=[N+]=CN(C)/C=[NH+]/C

=====

Density functional theory data (ωB97M-V/def2-TZVPD) for a molecular structure, C42H49CrN7O8.

Each line ends with the Mulliken spin population.
Atoms and positions in Å:
Cr 1.211 1.142 0.064  3.1779
C 6.054 -1.381 -0.595  -0.0005
N 4.788 -0.872 -1.053  0.0065
C 4.710 -0.790 -2.539  0.0011
C 3.757 -0.334 -0.365  0.0061
O 2.768 0.183 -1.010  -0.0048
C 3.695 -0.404 1.206  0.0157
O 2.297 0.025 1.467  -0.0308
C 1.892 0.381 2.803  0.0017
C 0.617 1.242 2.792  0.0271
O -0.038 1.382 1.670  -0.0080
N 0.161 1.679 3.974  0.0037
C 0.972 1.631 5.237  -0.0008
C -1.154 2.338 4.020  0.0031
H 6.304 -2.295 -1.169  0.0001
H 6.001 -1.582 0.496  0.0000
H 6.847 -0.655 -0.816  0.0002
H 4.943 0.213 -2.883  0.0003
H 3.695 -1.022 -2.897  0.0004
H 5.469 -1.413 -2.992  -0.0002
H 4.427 0.287 1.653  -0.0008
H 3.761 -1.424 1.572  -0.0007
H 2.673 0.982 3.265  -0.0025
H 1.760 -0.555 3.362  -0.0021
H 0.294 1.212 6.012  0.0001
H 1.205 2.666 5.514  0.0001
H 1.869 1.061 5.098  0.0000
H -1.244 2.936 4.945  0.0000
H -1.864 1.553 4.046  -0.0010
H -1.325 2.918 3.150  -0.0001
C -5.512 -2.708 0.057  0.0000
O -4.185 -2.361 -0.490  -0.0002
C -4.094 -2.408 -1.887  -0.0014
C -5.221 -2.612 -2.669  0.0000
C -5.060 -2.491 -4.069  0.0001
C -3.798 -2.316 -4.651  0.0001
C -2.640 -2.274 -3.866  -0.0015
C -2.763 -2.186 -2.451  0.0023
N -1.603 -2.120 -1.630  0.0021
C -0.958 -0.933 -1.262  0.0042
N -1.495 0.161 -1.882  0.0142
C -1.044 1.517 -1.995  0.0100
C 0.095 2.085 -1.393  -0.2125
C 0.406 3.385 -1.702  0.0719
C -0.386 4.207 -2.504  -0.0325
C -1.645 3.759 -2.924  0.0316
C -1.956 2.414 -2.671  -0.0246
O -2.880 1.631 -3.298  -0.0017
C -3.952 2.254 -4.004  -0.0008
N 0.117 -0.840 -0.494  -0.0169
C 0.612 -2.024 0.043  0.0015
C 0.353 -2.307 1.359  -0.0203
C 0.740 -3.515 1.927  0.0033
C 1.507 -4.432 1.192  -0.0030
C 1.851 -4.083 -0.101  0.0026
C 1.357 -2.986 -0.760  -0.0215
O 1.493 -2.683 -2.089  -0.0013
C 1.602 -3.789 -3.046  0.0000
H -5.363 -2.739 1.127  0.0001
H -5.809 -3.692 -0.286  0.0000
H -6.273 -1.948 -0.174  0.0000
H -6.185 -2.795 -2.240  0.0000
H -5.856 -2.768 -4.686  0.0000
H -3.706 -2.402 -5.748  0.0000
H -1.663 -2.129 -4.280  0.0000
H -1.456 -2.981 -1.086  -0.0003
H -2.297 -0.039 -2.492  -0.0024
H 1.288 3.832 -1.288  0.0144
H -0.024 5.225 -2.642  -0.0004
H -2.294 4.443 -3.488  0.0021
H -4.813 1.567 -3.909  -0.0001
H -3.684 2.347 -5.070  0.0001
H -4.315 3.216 -3.586  0.0002
H -0.145 -1.553 1.978  0.0012
H 0.392 -3.760 2.936  0.0000
H 1.962 -5.301 1.733  0.0001
H 2.433 -4.807 -0.718  -0.0001
H 1.754 -3.338 -4.021  0.0000
H 0.726 -4.464 -3.020  0.0000
H 2.521 -4.407 -2.860  0.0000
O 4.274 2.609 1.707  0.0091
C 3.551 3.143 0.832  0.0045
O 2.312 2.777 0.421  -0.0221
C 4.118 4.394 0.198  -0.0016
C 5.121 5.141 0.842  0.0005
C 5.803 6.119 0.143  -0.0006
C 5.408 6.373 -1.169  0.0008
C 4.256 5.825 -1.696  -0.0011
C 3.593 4.838 -1.006  -0.0010
H 5.354 4.767 1.813  0.0001
H 6.666 6.681 0.474  -0.0001
H 6.028 7.016 -1.748  0.0000
H 3.818 6.131 -2.652  0.0000
H 2.618 4.416 -1.384  -0.0010
N -3.401 -0.662 2.134  0.0001
C -3.993 -1.401 3.098  -0.0002
C -4.018 -2.807 3.079  -0.0002
C -4.847 -3.406 3.986  0.0002
C -5.373 -2.648 5.088  0.0001
C -5.050 -1.311 5.157  -0.0001
N -4.377 -0.699 4.176  0.0000
H -3.188 -1.050 1.221  0.0002
H -3.396 0.322 2.375  0.0000
H -3.498 -3.364 2.311  -0.0001
H -5.090 -4.455 3.887  0.0000
H -6.090 -3.097 5.764  0.0000
H -5.280 -0.604 5.998  0.0000

Calculated values
Multiplicity   4
<S²>   3.811
Net charge   +1

=====

Density functional theory data (ωB97M-V/def2-TZVPD) for 2 unconnected molecules or ions with the total composition C3H13N2S2.

Each line ends with the natural charge from an NBO analysis.
Atoms and positions in Å:
C -1.038 1.498 0.780  -0.2365
N -1.581 1.539 -0.560  -0.8277
C -0.670 0.032 1.032  -0.2257
N 0.059 -0.155 2.348  -0.6763
H -1.709 1.848 1.572  0.1854
H -0.115 2.081 0.814  0.2014
H -2.512 1.140 -0.602  0.3705
H -1.678 2.482 -0.921  0.3897
H 0.032 -0.369 0.306  0.2396
H -1.559 -0.594 1.032  0.2274
H 0.677 -0.973 2.296  0.4559
H 0.743 0.610 2.436  0.4371
H -0.516 -0.080 3.185  0.4471
C 1.066 -0.420 -2.095  -0.7559
S 2.507 -1.200 -1.318  0.0632
S 2.407 -3.054 -2.171  -0.0892
H 1.103 -0.606 -3.165  0.2462
H 1.123 0.655 -1.925  0.2277
H 0.117 -0.795 -1.722  0.2029
H 1.545 -3.640 -1.320  0.1172

Calculated values
Multiplicity   1
Net charge   +1

=====

Density functional theory data (ωB97M-V/def2-TZVPD) for a single C7H9NO molecule.

Each line ends with the natural charge from an NBO analysis.
Atoms and positions in Å:
C -2.659 0.041 0.889  -0.2390
O -2.292 -0.415 -0.451  -0.5342
C -1.372 0.316 -1.062  -0.0994
C -0.001 0.178 -0.440  0.1837
C 0.409 -1.031 0.226  -0.2424
C 1.636 -1.137 0.825  -0.1829
C 2.501 -0.106 0.605  -0.2525
C 2.101 1.031 -0.110  0.0424
N 0.891 1.122 -0.662  -0.4396
H -1.886 0.013 1.423  0.1636
H -3.033 1.042 0.787  0.1698
H -3.580 -0.520 1.151  0.2002
H -1.566 1.424 -0.958  0.1832
H -1.313 -0.300 -2.013  0.2196
H -0.400 -1.690 0.305  0.2161
H 1.888 -2.055 1.147  0.2107
H 3.463 -0.064 0.952  0.2070
H 2.840 1.857 -0.160  0.1937

Calculated values
Multiplicity   1
SMILES string   COCc1ccccn1

=====

What energy above the lowest of the compared OMol25 structures with the same formula, charge and spin values result from the calculations? In sequence: 74.9 24.2 10.1 61.7 kcal/mol.